Entry 1:
The following is a quantum chemistry calculation of an isolated ion of composition C4H10NS and charge +1, from the Open Molecules 2025 dataset.

Structure (ORCA input):
```
! wB97M-V def2-TZVPD RIJCOSX def2/J DEFGRID3
* xyz 1 1
C 0.870 0.536 -0.866
C -0.051 0.959 0.247
C -0.014 -0.262 -1.769
C -0.471 -1.077 1.763
N 0.152 0.314 1.499
S -0.707 0.101 -3.297
H 1.177 1.520 -1.344
H 1.710 -0.013 -0.406
H -1.107 1.331 0.071
H -0.670 -1.030 -1.371
H 0.033 -1.772 1.271
H -0.437 -1.425 2.817
H -1.493 -0.982 1.485
H 1.186 0.109 1.591
H -0.289 0.741 2.342
H 0.110 0.950 -4.032
*
```

Summary:
HOMO level (alpha / beta), eV: -12.736 / -11.252
Orbital gap (alpha / beta), eV: 8.88 / 6.55
Energy above the lowest of the compared OMol25 structures with the same formula, charge and spin, kJ/mol: 424.5



Entry 2:
The following is a quantum chemistry calculation of a 2-piece molecular cluster, C4H10NS2 overall, from the Open Molecules 2025 dataset.

Structure (ORCA input):
```
! wB97M-V def2-TZVPD RIJCOSX def2/J DEFGRID3
* xyz 1 1
C 1.394 -0.302 1.190
C 2.183 -0.509 0.125
C -0.833 -0.207 2.015
N 0.014 -0.304 1.069
H 1.770 -0.096 2.217
H 1.839 -0.267 -0.854
H 3.208 -0.862 0.254
H -1.907 -0.356 1.776
H -0.468 -0.037 3.045
H -0.439 -0.335 0.098
C -0.493 1.329 -1.562
S -2.186 0.708 -1.618
S -2.071 -1.261 -0.927
H -0.116 1.742 -0.609
H -0.303 2.136 -2.284
H 0.244 0.571 -1.870
H -1.836 -1.949 -2.064
*
```

Summary:
HOMO level, eV: -13.205
Orbital gap, eV: 8.02
Energy above the lowest of the compared OMol25 structures with the same formula, charge and spin, kJ/mol: 137.9



Entry 3:
The following is a quantum chemistry calculation of a 2-piece molecular cluster, C4H10NS2 overall, from the Open Molecules 2025 dataset.

Structure (ORCA input):
```
! wB97M-V def2-TZVPD RIJCOSX def2/J DEFGRID3
* xyz 1 1
C 2.029 -1.397 -0.390
C -1.471 1.345 1.185
C 2.136 -0.405 -1.282
C -1.669 0.635 -0.032
N -2.074 -0.635 -0.122
S 1.101 -1.128 1.022
S 1.209 1.023 -1.008
H -0.372 1.596 1.485
H -1.841 0.916 2.203
H -1.874 2.394 1.051
H 2.629 -0.491 -2.190
H -2.223 -1.017 -1.086
H -1.451 1.125 -0.958
H -2.081 -1.263 0.690
H 2.600 -2.360 -0.411
H 1.690 -2.069 1.748
H 1.662 1.728 -1.904
*
```

Summary:
HOMO level, eV: -11.745
Orbital gap, eV: 6.99
Energy above the lowest of the compared OMol25 structures with the same formula, charge and spin, kJ/mol: 110.8



Entry 4:
The following is a quantum chemistry calculation of C4H10NS2 as an isolated structure, from the Open Molecules 2025 dataset.

Structure (ORCA input):
```
! wB97M-V def2-TZVPD RIJCOSX def2/J DEFGRID3
* xyz 1 1
C 2.654 0.561 -0.118
C -0.460 0.808 -1.045
C -0.803 0.213 1.479
C -0.408 -0.139 0.098
N -0.963 -1.473 -0.385
S 4.224 0.312 -0.273
S 1.696 -0.780 0.277
H 2.034 1.563 -0.321
H -1.564 1.122 -1.101
H -0.169 1.773 -0.593
H -0.003 0.635 -1.961
H -0.204 -0.338 2.220
H -1.871 -0.080 1.740
H -0.921 1.331 1.496
H -0.148 -1.971 -0.992
H -1.226 -2.229 0.355
H -1.870 -1.309 -0.876
*
```

Summary:
HOMO level, eV: -12.103
Orbital gap, eV: 8.04
Energy above the lowest of the compared OMol25 structures with the same formula, charge and spin, kJ/mol: 204.3



Entry 5:
The following is a quantum chemistry calculation of a 2-piece molecular cluster, C4H10O overall, from the Open Molecules 2025 dataset.

Structure (ORCA input):
```
! wB97M-V def2-TZVPD RIJCOSX def2/J DEFGRID3
* xyz 0 1
C -0.386 1.698 -0.682
C -1.069 0.740 0.300
C -1.188 -0.622 -0.325
C 2.127 -1.280 0.468
O -2.422 -1.045 -0.139
H -1.002 1.844 -1.575
H 0.579 1.295 -1.003
H -0.222 2.678 -0.223
H -0.413 0.602 1.173
H -2.031 1.135 0.660
H 1.164 -1.269 -0.051
H 2.935 -1.085 -0.243
H 2.137 -0.509 1.245
H 2.281 -2.258 0.933
H -2.489 -1.926 -0.539
*
```

Summary:
HOMO level, eV: -8.556
Orbital gap, eV: 9.42
Energy above the lowest of the compared OMol25 structures with the same formula, charge and spin, kJ/mol: 264.3



Entry 6:
The following is a quantum chemistry calculation of a 2-piece molecular cluster, C4H10O overall, from the Open Molecules 2025 dataset.

Structure (ORCA input):
```
! wB97M-V def2-TZVPD RIJCOSX def2/J DEFGRID3
* xyz 0 1
C 0.765 -2.863 0.438
C 0.647 -1.454 -0.095
C -0.432 -0.705 -0.036
C -0.402 0.776 -0.471
H 1.710 -2.942 1.001
H 0.802 -3.565 -0.412
H -0.066 -3.157 1.101
H 1.547 -0.995 -0.524
H -1.341 -1.120 0.421
H 0.534 0.864 -1.048
H -0.406 1.550 0.314
H -1.252 0.959 -1.150
O -0.355 4.410 0.097
H -0.793 4.200 0.953
H -0.959 4.042 -0.587
*
```

Summary:
HOMO level, eV: -9.321
Structure (SMILES): C/C=C/C.O
Orbital gap, eV: 10.21
Energy above the lowest of the compared OMol25 structures with the same formula, charge and spin, kJ/mol: 91.0



Entry 7:
The following is a quantum chemistry calculation of a 2-piece molecular cluster, C4H10O overall, from the Open Molecules 2025 dataset.

Structure (ORCA input):
```
! wB97M-V def2-TZVPD RIJCOSX def2/J DEFGRID3
* xyz 0 1
C 1.323 -0.278 -0.227
O -0.469 -1.768 1.531
C 0.949 0.911 0.605
C 0.099 0.371 -0.974
C -1.398 0.192 -0.383
H 1.156 -1.216 0.145
H 2.141 -0.156 -1.070
H -0.920 -1.914 2.428
H 0.297 0.755 1.421
H 1.606 1.781 0.660
H 0.267 1.342 -1.500
H 0.013 -0.387 -1.807
H -1.611 1.051 0.268
H -2.073 0.076 -1.266
H -1.380 -0.759 0.169
*
```

Summary:
HOMO level, eV: -6.755
Orbital gap, eV: 5.08
Energy above the lowest of the compared OMol25 structures with the same formula, charge and spin, kJ/mol: 645.5



Entry 8:
The following is a quantum chemistry calculation of one molecule with the formula C4H10O, from the Open Molecules 2025 dataset.

Structure (ORCA input):
```
! wB97M-V def2-TZVPD RIJCOSX def2/J DEFGRID3
* xyz 0 1
C -1.910 -0.649 0.353
O -0.645 -0.318 0.862
C 0.358 -0.168 -0.131
C 0.260 1.199 -0.804
C 1.695 -0.353 0.571
H -2.618 -0.591 1.184
H -1.927 -1.671 -0.057
H -2.243 0.043 -0.434
H 0.233 -0.958 -0.892
H 0.419 1.989 -0.061
H -0.721 1.355 -1.265
H 1.017 1.301 -1.589
H 2.527 -0.160 -0.113
H 1.790 -1.369 0.965
H 1.765 0.348 1.410
*
```

Summary:
HOMO level, eV: -9.732
Structure (SMILES): COC(C)C
Orbital gap, eV: 10.89
Energy above the lowest of the compared OMol25 structures with the same formula, charge and spin, kJ/mol: 53.4



Entry 9:
The following is a quantum chemistry calculation of a 2-piece molecular cluster, C4H10O overall, from the Open Molecules 2025 dataset.

Structure (ORCA input):
```
! wB97M-V def2-TZVPD RIJCOSX def2/J DEFGRID3
* xyz 0 1
C -1.512 0.638 -1.344
C -0.200 0.684 -1.124
C 0.510 1.764 -0.365
H -1.970 -0.176 -1.900
H -2.177 1.419 -0.979
H 0.432 -0.124 -1.494
H 1.230 2.286 -1.008
H -0.193 2.505 0.032
H 1.073 1.322 0.464
C 0.114 -1.786 1.287
O 1.316 -1.130 0.931
H -0.086 -1.736 2.366
H 0.111 -2.841 0.976
H -0.690 -1.267 0.759
H 2.042 -1.560 1.397
*
```

Summary:
HOMO level, eV: -9.382
Structure (SMILES): C=CC.CO
Orbital gap, eV: 10.26
Energy above the lowest of the compared OMol25 structures with the same formula, charge and spin, kJ/mol: 130.4



Entry 10:
The following is a quantum chemistry calculation of C4H10O as an isolated structure, from the Open Molecules 2025 dataset.

Structure (ORCA input):
```
! wB97M-V def2-TZVPD RIJCOSX def2/J DEFGRID3
* xyz 0 1
C 0.812 1.311 -0.678
C 0.417 0.508 0.619
C 0.259 -0.957 0.462
C -1.073 -1.363 -0.133
H -0.888 1.590 -1.029
H 1.429 0.441 -1.127
H 1.340 2.459 -0.118
H 1.282 0.538 1.502
H -0.324 1.153 1.032
H 0.582 -1.255 1.445
H 1.094 -1.500 0.095
H -1.235 -2.509 -0.218
H -2.065 -1.048 0.592
H -1.376 -0.667 -0.936
O -0.253 1.301 -1.506
*
```

Summary:
HOMO level, eV: -9.622
Orbital gap, eV: 10.60
Energy above the lowest of the compared OMol25 structures with the same formula, charge and spin, kJ/mol: 416.0



Entry 11:
The following is a quantum chemistry calculation of a 2-piece molecular cluster, C4H10O overall, from the Open Molecules 2025 dataset.

Structure (ORCA input):
```
! wB97M-V def2-TZVPD RIJCOSX def2/J DEFGRID3
* xyz 0 1
C -1.195 -0.507 -0.086
C -0.716 -0.869 1.114
C 0.593 -1.552 1.157
C -1.630 -0.602 2.279
H -2.205 -0.138 -0.299
H -0.627 -0.689 -0.998
H 0.832 -2.001 0.204
H 1.402 -0.787 1.203
H 0.727 -2.107 2.110
H -1.306 0.237 2.905
H -2.680 -0.413 2.107
H -1.693 -1.512 2.901
O 3.085 3.777 -5.115
H 2.940 4.125 -4.230
H 2.473 3.040 -5.252
*
```

Summary:
HOMO level, eV: -9.093
Structure (SMILES): C=C(C)C.O
Orbital gap, eV: 10.02
Energy above the lowest of the compared OMol25 structures with the same formula, charge and spin, kJ/mol: 120.7



Entry 12:
The following is a quantum chemistry calculation of one molecule with the formula C4H10O2, from the Open Molecules 2025 dataset.

Structure (ORCA input):
```
! wB97M-V def2-TZVPD RIJCOSX def2/J DEFGRID3
* xyz 0 1
C 0.907 1.908 -0.249
O -0.578 1.524 0.103
C -0.981 0.271 -0.502
C 0.135 -0.733 -0.083
C -0.361 -2.055 0.462
O 0.789 -0.058 0.962
H 1.442 1.233 -0.942
H 0.693 2.857 -0.695
H 1.585 2.016 0.623
H -1.096 0.438 -1.575
H -1.958 -0.064 -0.106
H 0.778 -0.921 -0.965
H 0.498 -2.674 0.746
H -0.978 -2.599 -0.258
H -0.939 -1.856 1.371
H 0.063 0.713 1.109
*
```

Summary:
HOMO level, eV: -9.520
Structure (SMILES): COC[C@H](C)O
Orbital gap, eV: 10.54
Energy above the lowest of the compared OMol25 structures with the same formula, charge and spin, kJ/mol: 271.5



| no. | total energy (Eh) | maximum force (hartree/bohr) |
| --- | --- | --- |
| 1 | -610.941542 | 0.087 |
| 2 | -1009.213517 | 0.048 |
| 3 | -1009.223837 | 0.088 |
| 4 | -1009.188219 | 0.106 |
| 5 | -233.544275 | 0.009 |
| 6 | -233.610279 | 0.033 |
| 7 | -233.399073 | 0.108 |
| 8 | -233.624623 | 0.006 |
| 9 | -233.595296 | 0.009 |
| 10 | -233.486495 | 0.182 |
| 11 | -233.598986 | 0.063 |
| 12 | -308.794734 | 0.053 |